one.
This record from the OMol25 dataset describes a gas-phase ion, C3H9N2S (charge +1). The level of theory is the ωB97M-V functional and the def2-TZVPD basis.

For the HOMO energy, the calculation gives -12.95 eV. The structure (SMILES) is [H]/N=C/[C@@H]([NH3+])SC. Its LUMO energy is -3.86 eV.

Structure (ORCA input):
```
! wB97M-V def2-TZVPD RIJCOSX def2/J DEFGRID3
* xyz 1 1
H 0.036 2.229 -2.163
N -0.199 1.542 -1.470
C 0.140 0.367 -1.484
C -0.359 -0.350 -0.157
N -0.899 -1.680 -0.624
S 1.097 -0.415 1.052
C 0.947 0.964 2.147
H 0.649 -0.403 -2.089
H -1.202 0.372 0.049
H -0.141 -2.301 -1.027
H -1.620 -1.495 -1.379
H -1.192 -2.313 0.066
H 0.064 0.672 2.759
H 0.800 1.903 1.604
H 1.880 0.908 2.717
*
```

---

two.
This record from the OMol25 dataset describes 2 unconnected molecules or ions with the total composition C3H9N2S. The level of theory is the ωB97M-V functional and the def2-TZVPD basis.

For the HOMO energy, the calculation gives -13.77 eV. Its LUMO energy is -2.88 eV.

Structure (ORCA input):
```
! wB97M-V def2-TZVPD RIJCOSX def2/J DEFGRID3
* xyz 1 1
C -1.728 -0.275 0.107
C -2.757 0.681 -0.067
C 1.945 0.002 0.456
N -1.002 -1.137 0.176
N 1.462 -1.208 -0.325
S 1.075 1.536 0.110
H -2.324 1.630 -0.107
H -3.292 0.440 -0.928
H -3.387 0.800 0.785
H 1.862 -0.231 1.472
H 2.882 0.172 0.021
H 1.978 2.177 -0.386
H 0.166 -1.470 0.183
H 1.263 -0.997 -1.273
H 1.858 -2.121 -0.223
*
```

---

Best to worst by energy: two, one.

---

one.
This record from the OMol25 dataset describes 2 unconnected molecules or ions with the total composition C5H11O2. The level of theory is the ωB97M-V functional and the def2-TZVPD basis.

For the HOMO energy (spin up / spin down), the calculation gives -10.60 / -10.44 eV. Its LUMO energy (spin up / spin down) is 0.80 / -3.06 eV.

Structure (ORCA input):
```
! wB97M-V def2-TZVPD RIJCOSX def2/J DEFGRID3
* xyz 0 2
C 3.832 0.543 0.610
C 2.785 -0.562 0.622
H 4.537 0.484 -0.202
H 3.329 1.521 0.563
H 4.285 0.617 1.600
H 3.251 -1.543 0.576
H 2.029 -0.472 -0.162
H 2.112 -0.487 1.485
C -0.661 0.613 -0.175
C -0.859 0.696 1.308
C -1.963 -0.275 -0.906
O -1.480 -1.096 -1.660
O -3.036 -0.046 -0.395
H -0.377 1.505 -0.735
H 0.102 -0.049 -0.572
H 0.054 0.359 1.800
H -1.719 0.207 1.759
H -1.017 1.756 1.560
*
```

---

two.
This record from the OMol25 dataset describes 2 unconnected molecules or ions with the total composition C5H11O2. The level of theory is the ωB97M-V functional and the def2-TZVPD basis.

For the HOMO energy (spin up / spin down), the calculation gives -11.05 / -10.73 eV. Its LUMO energy (spin up / spin down) is 0.73 / -2.93 eV.

Structure (ORCA input):
```
! wB97M-V def2-TZVPD RIJCOSX def2/J DEFGRID3
* xyz 0 2
C -0.233 1.051 0.584
C 1.158 1.309 1.156
C -0.366 1.731 -0.774
O 0.548 2.105 -1.474
O -1.609 1.913 -1.129
H -0.501 -0.001 0.573
H -0.961 1.567 1.222
H 1.954 1.035 0.461
H 1.276 0.698 2.043
H 1.292 2.367 1.392
C 0.869 -3.452 0.576
C -0.641 -3.695 0.458
H 1.495 -4.340 0.460
H 1.158 -2.645 -0.101
H 1.127 -3.061 1.562
H -1.185 -2.991 1.082
H -0.951 -3.535 -0.582
H -0.955 -4.708 0.684
*
```

---

three.
This record from the OMol25 dataset describes 2 unconnected molecules or ions with the total composition C5H11O2. The level of theory is the ωB97M-V functional and the def2-TZVPD basis.

For the HOMO energy (spin up / spin down), the calculation gives -11.02 / -10.64 eV. Its LUMO energy (spin up / spin down) is 0.74 / -3.41 eV.

Structure (ORCA input):
```
! wB97M-V def2-TZVPD RIJCOSX def2/J DEFGRID3
* xyz 0 2
C -1.029 0.746 0.942
C -1.093 1.868 -0.056
C -2.183 -0.270 0.656
H -1.093 1.045 2.050
H -0.088 0.333 0.895
H -1.047 2.832 0.567
H -0.183 1.847 -0.682
H -1.736 -1.135 0.326
H -1.982 1.812 -0.549
H -2.837 0.246 -0.092
H -2.839 -0.314 1.535
C 2.590 -0.669 -0.683
C 1.923 -2.076 -0.941
O 1.899 -2.949 -0.058
O 1.372 -2.240 -2.101
H 1.894 0.053 -1.064
H 3.541 -0.663 -1.182
H 2.889 -0.468 0.436
*
```

---

four.
This record from the OMol25 dataset describes 2 unconnected molecules or ions with the total composition C5H11O2. The level of theory is the ωB97M-V functional and the def2-TZVPD basis.

For the HOMO energy (spin up / spin down), the calculation gives -9.98 / -9.94 eV. Its LUMO energy (spin up / spin down) is 0.78 / -3.50 eV.

Structure (ORCA input):
```
! wB97M-V def2-TZVPD RIJCOSX def2/J DEFGRID3
* xyz 0 2
C -1.790 1.423 -0.035
C -1.269 1.322 1.376
H -2.059 0.428 -0.524
H -2.785 1.878 0.000
H -1.077 1.852 -0.706
H -0.981 2.254 1.870
H -0.239 0.829 1.352
H -2.012 0.989 2.024
C 1.592 -1.534 -0.443
C 0.649 -1.325 -1.518
C 1.560 -0.432 0.671
O 1.151 0.738 0.441
O 2.034 -0.933 1.695
H 1.396 -2.440 0.091
H 2.611 -1.684 -0.797
H 1.254 -1.330 -2.439
H 0.269 -0.225 -1.610
H -0.303 -1.810 -1.448
*
```

---

Best to worst by energy: two, one, three, four.

---

one.
This record from the OMol25 dataset describes C6H12O in the gas phase. The level of theory is the ωB97M-V functional and the def2-TZVPD basis.

For the HOMO energy, the calculation gives -9.93 eV. The structure (SMILES) is CC1(C)OC1(C)C. Its LUMO energy is 1.00 eV.

Structure (ORCA input):
```
! wB97M-V def2-TZVPD RIJCOSX def2/J DEFGRID3
* xyz 0 1
C 1.634 0.929 0.696
C 0.732 -0.163 0.149
C 1.429 -1.059 -0.854
O -0.039 -0.848 1.137
C -0.746 -0.062 0.173
C -1.446 1.156 0.737
C -1.611 -0.862 -0.793
H 2.195 0.528 1.547
H 1.089 1.811 1.039
H 2.356 1.252 -0.062
H 1.622 -0.513 -1.785
H 0.840 -1.949 -1.081
H 2.395 -1.389 -0.454
H -1.600 1.908 -0.046
H -2.432 0.871 1.124
H -0.887 1.608 1.559
H -1.970 -1.764 -0.285
H -1.076 -1.172 -1.694
H -2.484 -0.281 -1.106
*
```

---

two.
This record from the OMol25 dataset describes C6H12O in the gas phase. The level of theory is the ωB97M-V functional and the def2-TZVPD basis.

For the HOMO energy, the calculation gives -9.59 eV. The structure (SMILES) is CCC(C=O)CC. Its LUMO energy is 1.07 eV.

Structure (ORCA input):
```
! wB97M-V def2-TZVPD RIJCOSX def2/J DEFGRID3
* xyz 0 1
C -0.347 2.428 -0.656
C -0.825 0.989 -0.558
C 0.037 0.043 0.267
C 1.244 -0.246 -0.588
O 2.163 0.535 -0.619
C -0.696 -1.253 0.650
C 0.477 -2.186 0.996
H -1.071 3.028 -1.223
H -0.237 2.870 0.341
H 0.630 2.467 -1.147
H -1.824 0.961 -0.127
H -0.918 0.557 -1.568
H 0.404 0.499 1.200
H 1.143 -1.070 -1.344
H -1.313 -1.594 -0.205
H -1.359 -0.971 1.488
H 0.617 -2.322 2.079
H 1.384 -1.607 0.600
H 0.491 -3.129 0.416
*
```

---

Best to worst by energy: one, two.

---

one.
This record from the OMol25 dataset describes C6H12O in the gas phase. The level of theory is the ωB97M-V functional and the def2-TZVPD basis.

For the HOMO energy, the calculation gives -9.45 eV. The structure (SMILES) is C[C@@H]1OCC[C@@H]1C. Its LUMO energy is 1.10 eV.

Structure (ORCA input):
```
! wB97M-V def2-TZVPD RIJCOSX def2/J DEFGRID3
* xyz 0 1
C 1.848 -0.510 0.105
C 0.811 0.367 -0.585
O 0.817 1.630 0.077
C -0.416 1.842 0.751
C -1.110 0.458 0.790
C -0.648 -0.128 -0.523
C -0.843 -1.614 -0.754
H 1.580 -0.680 1.154
H 1.971 -1.476 -0.394
H 2.809 0.015 0.096
H 1.098 0.523 -1.633
H -0.283 2.036 1.807
H -0.836 2.764 0.303
H -0.684 -0.122 1.629
H -2.193 0.437 0.950
H -1.221 0.428 -1.274
H -1.908 -1.868 -0.733
H -0.454 -1.883 -1.742
H -0.331 -2.229 -0.005
*
```

---

two.
This record from the OMol25 dataset describes C6H12O in the gas phase. The level of theory is the ωB97M-V functional and the def2-TZVPD basis.

For the HOMO energy, the calculation gives -9.63 eV. The structure (SMILES) is CC1(O)CCCC1. Its LUMO energy is 0.99 eV.

Structure (ORCA input):
```
! wB97M-V def2-TZVPD RIJCOSX def2/J DEFGRID3
* xyz 0 1
C -1.340 -1.629 -0.498
C -0.585 -0.512 0.201
O -1.495 -0.169 1.291
C 0.799 -0.430 0.846
C 0.973 1.113 0.831
C 1.014 1.401 -0.659
C -0.129 0.476 -1.136
H -1.723 -2.445 0.122
H -0.775 -2.001 -1.350
H -2.225 -1.098 -0.880
H -1.034 -0.389 2.124
H 0.908 -0.856 1.851
H 1.532 -0.905 0.189
H 0.040 1.558 1.202
H 1.800 1.510 1.419
H 1.999 1.111 -1.056
H 0.869 2.455 -0.920
H 0.298 -0.201 -1.905
H -0.925 1.009 -1.671
*
```

---

three.
This record from the OMol25 dataset describes C6H12O in the gas phase. The level of theory is the ωB97M-V functional and the def2-TZVPD basis.

For the HOMO energy, the calculation gives -8.29 eV. The structure (SMILES) is C/C=C/C[C@@H](C)O. Its LUMO energy is 1.04 eV.

Structure (ORCA input):
```
! wB97M-V def2-TZVPD RIJCOSX def2/J DEFGRID3
* xyz 0 1
C -1.273 -2.081 -1.159
C -0.104 -1.181 -0.932
C 0.735 -1.279 0.100
C 1.415 -0.026 0.549
C 0.178 0.893 0.910
C 0.369 2.365 0.635
O -1.078 0.524 0.250
H -0.919 -2.935 -1.736
H -2.087 -1.604 -1.719
H -1.692 -2.424 -0.207
H 0.073 -0.412 -1.691
H 0.500 -1.994 0.889
H 2.068 0.445 -0.203
H 2.059 -0.202 1.427
H -0.056 0.678 1.957
H 0.626 2.483 -0.427
H 1.143 2.846 1.237
H -0.588 2.855 0.824
H -1.237 0.942 -0.616
*
```

---

Best to worst by energy: one, two, three.

---

one.
This record from the OMol25 dataset describes C6H12O in the gas phase. The level of theory is the ωB97M-V functional and the def2-TZVPD basis.

For the HOMO energy, the calculation gives -9.41 eV. The structure (SMILES) is CO[C@H]1CC[C@H]1C. Its LUMO energy is 1.05 eV.

Structure (ORCA input):
```
! wB97M-V def2-TZVPD RIJCOSX def2/J DEFGRID3
* xyz 0 1
C 2.078 -1.158 -0.305
O 1.535 -0.365 0.749
C 0.334 0.382 0.877
C -0.028 1.668 0.080
C -1.512 1.225 0.170
C -1.053 -0.209 0.525
C -0.979 -1.170 -0.658
H 2.886 -1.699 0.188
H 2.469 -0.567 -1.143
H 1.469 -1.956 -0.751
H 0.342 0.645 1.944
H 0.218 2.634 0.539
H 0.349 1.660 -0.946
H -2.110 1.322 -0.742
H -2.052 1.712 0.989
H -1.565 -0.676 1.373
H -1.574 -2.073 -0.517
H -1.212 -0.704 -1.620
H 0.034 -1.510 -0.729
*
```

---

two.
This record from the OMol25 dataset describes 2 unconnected molecules or ions with the total composition C6H12O. The level of theory is the ωB97M-V functional and the def2-TZVPD basis.

For the HOMO energy, the calculation gives -8.21 eV. The structure (SMILES) is C/C=C/C=C/C.O. Its LUMO energy is 1.02 eV.

Structure (ORCA input):
```
! wB97M-V def2-TZVPD RIJCOSX def2/J DEFGRID3
* xyz 0 1
C 1.231 2.633 -0.440
C -0.027 1.812 -0.293
C -0.408 1.188 0.810
C -1.515 0.237 0.903
C -1.617 -0.672 1.859
C -2.638 -1.764 1.837
H 1.227 3.561 0.159
H 1.387 3.180 -1.361
H 2.031 1.989 -0.085
H -0.533 1.715 -1.232
H -0.006 1.510 1.767
H -2.201 0.187 0.062
H -1.013 -0.656 2.762
H -3.401 -1.726 2.625
H -3.136 -1.827 0.874
H -2.183 -2.700 2.187
O 4.102 -2.600 -3.848
H 4.510 -3.476 -3.772
H 4.189 -2.593 -4.816
*
```

---

Best to worst by energy: two, one.

---

one.
This record from the OMol25 dataset describes 2 unconnected molecules or ions with the total composition H6N2. The level of theory is the ωB97M-V functional and the def2-TZVPD basis.

For the HOMO energy, the calculation gives -9.86 eV. The structure (SMILES) is N.N. Its LUMO energy is 1.08 eV.

Structure (ORCA input):
```
! wB97M-V def2-TZVPD RIJCOSX def2/J DEFGRID3
* xyz 0 1
N -0.951 0.529 1.871
H -0.369 0.155 1.115
H -1.510 -0.251 2.231
H -0.316 0.812 2.624
N 0.691 -0.409 -1.708
H 0.191 0.435 -2.006
H 0.578 -1.102 -2.454
H 1.687 -0.169 -1.673
*
```

---

two.
This record from the OMol25 dataset describes 2 unconnected molecules or ions with the total composition H6N2. The level of theory is the ωB97M-V functional and the def2-TZVPD basis.

For the HOMO energy, the calculation gives -10.17 eV. The structure (SMILES) is N.N. Its LUMO energy is 1.20 eV.

Structure (ORCA input):
```
! wB97M-V def2-TZVPD RIJCOSX def2/J DEFGRID3
* xyz 0 1
N -0.076 -1.520 3.405
H 0.076 -1.340 4.403
H -0.484 -0.667 3.008
H 0.849 -1.634 2.978
N 5.416 1.233 -1.407
H 5.094 0.414 -1.932
H 5.584 0.922 -0.445
H 6.326 1.498 -1.798
*
```

---

Best to worst by energy: one, two.

---

one.
This record from the OMol25 dataset describes 2 unconnected molecules or ions with the total composition H6N2. The level of theory is the ωB97M-V functional and the def2-TZVPD basis.

For the HOMO energy, the calculation gives -9.28 eV. The structure (SMILES) is N.N. Its LUMO energy is 0.99 eV.

Structure (ORCA input):
```
! wB97M-V def2-TZVPD RIJCOSX def2/J DEFGRID3
* xyz 0 1
N 0.957 0.767 0.380
H 0.538 0.898 1.306
H 0.997 1.690 -0.063
H 1.926 0.467 0.531
N -0.988 -1.207 -0.464
H -1.799 -0.972 0.117
H -1.309 -1.208 -1.437
H -0.321 -0.434 -0.370
*
```

---

two.
This record from the OMol25 dataset describes 2 unconnected molecules or ions with the total composition H6N2. The level of theory is the ωB97M-V functional and the def2-TZVPD basis.

For the HOMO energy, the calculation gives -9.85 eV. The structure (SMILES) is N.N. Its LUMO energy is 0.99 eV.

Structure (ORCA input):
```
! wB97M-V def2-TZVPD RIJCOSX def2/J DEFGRID3
* xyz 0 1
N -1.623 -0.764 -0.465
H -2.339 -0.389 0.145
H -1.241 -1.453 0.194
H -1.050 0.067 -0.627
N 1.366 0.443 -0.018
H 2.375 0.635 -0.236
H 1.003 1.334 0.082
H 1.509 0.127 0.925
*
```

---

Best to worst by energy: one, two.

---

one.
This record from the OMol25 dataset describes a molecular structure, C4H10O2. The level of theory is the ωB97M-V functional and the def2-TZVPD basis.

For the HOMO energy, the calculation gives -8.52 eV. Its LUMO energy is 0.70 eV.

Structure (ORCA input):
```
! wB97M-V def2-TZVPD RIJCOSX def2/J DEFGRID3
* xyz 0 1
C -0.391 -0.798 0.125
C 0.422 0.965 -0.931
C 0.243 -1.525 1.304
C -0.314 2.118 -0.308
O -0.814 -1.641 -0.915
O 1.711 0.811 -0.711
H -0.082 -2.207 -1.192
H 0.778 -0.216 -0.226
H -1.269 -0.246 0.452
H 0.027 0.660 -1.912
H 0.496 -0.823 2.099
H -1.388 1.924 -0.306
H 1.144 -2.068 1.008
H -0.472 -2.242 1.712
H 0.019 2.285 0.716
H -0.110 3.002 -0.915
*
```

---

two.
This record from the OMol25 dataset describes C4H10O2 in the gas phase. The level of theory is the ωB97M-V functional and the def2-TZVPD basis.

For the HOMO energy, the calculation gives -10.12 eV. The structure (SMILES) is COCCCO. Its LUMO energy is 0.97 eV.

Structure (ORCA input):
```
! wB97M-V def2-TZVPD RIJCOSX def2/J DEFGRID3
* xyz 0 1
C -1.111 -0.032 -2.120
O -0.414 0.532 -1.035
C -0.748 -0.095 0.190
C 0.070 0.537 1.304
C 1.551 0.078 1.339
O 1.835 -1.056 0.547
H -2.201 0.028 -1.980
H -0.840 0.526 -3.020
H -0.844 -1.090 -2.264
H -0.558 -1.186 0.115
H -1.815 0.047 0.410
H 0.018 1.624 1.156
H -0.418 0.296 2.259
H 2.221 0.902 1.063
H 1.826 -0.226 2.349
H 1.427 -0.885 -0.312
*
```

---

Best to worst by energy: two, one.